A cluster of 9 separate species, H18O9 in total. Source: the Open Molecules 2025 dataset; level of theory: ωB97M-V/def2-TZVPD.

The calculation puts the orbital gap at 10.23 eV. The calculation puts the LUMO energy at -0.4 eV. The SMILES is O.O.O.O.O.O.O.O.O.

Last column: Löwdin charge in e.
CARTESIAN COORDINATES (ANGSTROEM)
O1 0.472 -0.609 -0.185  -0.051
H1 -0.288 -1.195 -0.288  0.010
H2 0.090 0.245 0.080  0.023
O2 1.766 -0.576 -2.800  -0.070
H3 1.306 -0.662 -1.949  -0.018
H4 2.306 -1.367 -2.880  0.025
O3 1.998 2.573 2.643  -0.059
H5 1.462 2.406 1.855  -0.008
H6 2.017 3.529 2.743  0.029
O4 -1.467 -2.818 -0.648  -0.042
H7 -1.596 -3.640 -0.161  0.072
H8 -1.478 -3.071 -1.580  0.078
O5 3.505 -0.364 0.408  -0.058
H9 2.552 -0.517 0.397  -0.007
H10 3.880 -1.123 -0.046  0.027
O6 -0.447 1.844 1.058  -0.044
H11 -0.883 2.681 0.859  0.069
H12 -1.003 1.429 1.730  0.081
O7 -3.307 -0.543 -1.335  -0.057
H13 -3.255 -0.529 -2.296  0.038
H14 -2.763 -1.290 -1.054  -0.020
O8 0.760 3.487 -1.469  -0.042
H15 0.800 4.271 -0.912  0.034
H16 0.603 2.751 -0.869  0.002
O9 -2.186 -2.083 2.510  -0.046
H17 -2.848 -2.772 2.620  0.038
H18 -1.995 -2.060 1.568  -0.005


A structure of composition H18O9 at a distorted geometry. Source: the Open Molecules 2025 dataset; level of theory: ωB97M-V/def2-TZVPD.

The calculation puts the orbital gap at 8.83 eV. The calculation puts the LUMO energy at -0.2 eV.

Last column: Löwdin charge in e.
CARTESIAN COORDINATES (ANGSTROEM)
O1 -9.403 -17.924 24.084  -0.011
H1 -8.713 -18.576 23.960  0.051
H2 -10.092 -18.184 23.473  0.086
O2 -6.824 -19.535 25.187  -0.056
H3 -7.380 -18.769 25.327  0.054
H4 -6.220 -19.532 25.929  0.044
O3 -7.412 -21.902 25.906  -0.053
H5 -7.402 -22.310 25.040  0.040
H6 -7.142 -20.997 25.748  -0.048
O4 -5.870 -20.544 27.814  0.088
H7 -6.725 -20.128 27.710  0.077
H8 -5.395 -19.969 28.414  0.116
O5 -5.541 -20.770 23.980  -0.088
H9 -4.876 -21.208 24.511  0.008
H10 -5.913 -20.107 24.562  -0.155
O6 -6.906 -18.408 27.240  -0.077
H11 -7.176 -17.564 26.879  -0.256
H12 -5.990 -18.281 27.489  0.070
O7 -9.342 -19.486 26.116  -0.038
H13 -9.188 -19.099 25.254  -0.049
H14 -9.654 -20.371 25.930  0.053
O8 -7.611 -16.956 26.145  0.147
H15 -8.296 -16.735 25.515  0.112
H16 -7.031 -16.195 26.146  0.144
O9 -4.535 -20.364 26.273  -0.070
H17 -5.178 -20.588 26.946  -0.254
H18 -3.913 -21.092 26.284  0.064


A cluster of 9 separate species, H18O9 in total. Source: the Open Molecules 2025 dataset; level of theory: ωB97M-V/def2-TZVPD.

The calculation puts the orbital gap at 9.07 eV. The calculation puts the LUMO energy at -0.7 eV. The SMILES is O.O.O.O.O.O.O.O.O.

Last column: Löwdin charge in e.
CARTESIAN COORDINATES (ANGSTROEM)
O1 1.866 6.356 -0.974  -0.058
H1 2.525 5.974 -0.384  0.009
H2 2.362 6.612 -1.763  0.056
O2 2.461 3.698 -0.081  -0.057
H3 2.745 3.408 0.805  0.014
H4 1.494 3.683 -0.048  0.055
O3 -0.561 2.446 -1.414  -0.058
H5 -1.357 2.083 -1.817  0.061
H6 -0.442 1.933 -0.594  -0.003
O4 -0.186 1.270 1.143  -0.038
H7 0.369 0.539 1.443  0.062
H8 -0.485 1.704 1.950  0.061
O5 0.360 4.604 -2.959  -0.086
H9 0.956 5.104 -2.384  -0.015
H10 0.265 3.726 -2.539  -0.008
O6 5.564 2.753 0.432  -0.036
H11 5.397 1.803 0.392  0.058
H12 5.189 3.033 1.275  0.018
O7 2.792 1.317 -1.538  -0.060
H13 2.035 0.956 -1.069  0.010
H14 3.149 1.991 -0.938  -0.007
O8 3.371 3.438 2.700  -0.044
H15 3.937 3.099 3.405  0.064
H16 2.498 3.515 3.103  0.060
O9 5.049 5.025 -1.137  -0.057
H17 4.704 4.332 -0.558  -0.020
H18 4.719 5.847 -0.761  0.019


A structure of composition H18O9 at a distorted geometry. Source: the Open Molecules 2025 dataset; level of theory: ωB97M-V/def2-TZVPD.

The calculation puts the orbital gap at 7.76 eV. The calculation puts the LUMO energy at -0.8 eV.

Last column: Löwdin charge in e.
CARTESIAN COORDINATES (ANGSTROEM)
O1 -18.175 6.625 9.726  -0.102
H1 -17.348 6.158 9.845  0.036
H2 -18.505 6.759 10.615  -0.247
O2 -20.056 8.995 11.456  0.090
H3 -19.830 9.623 12.142  0.144
H4 -20.981 8.798 11.605  0.135
O3 -16.711 7.529 13.902  -0.071
H5 -16.552 6.847 14.555  0.034
H6 -17.609 7.374 13.608  -0.137
O4 -19.745 5.012 11.964  -0.072
H7 -19.283 5.252 11.161  0.054
H8 -20.656 4.900 11.694  0.074
O5 -19.892 7.976 9.334  -0.042
H9 -19.971 8.863 8.984  0.052
H10 -20.053 8.074 10.273  -0.033
O6 -18.664 6.709 13.652  0.019
H11 -19.511 7.086 13.887  0.159
H12 -18.413 6.187 14.414  0.156
O7 -17.656 4.930 12.326  -0.057
H13 -18.006 4.045 12.228  0.059
H14 -18.306 5.387 12.860  -0.033
O8 -18.686 7.345 11.557  -0.017
H15 -18.785 7.025 12.454  -0.082
H16 -19.245 8.121 11.516  -0.132
O9 -16.377 8.430 11.873  -0.054
H17 -16.829 8.144 11.079  0.027
H18 -15.888 9.207 11.603  0.041


A cluster of 9 separate species, H18O9 in total at a distorted geometry. Source: the Open Molecules 2025 dataset; level of theory: ωB97M-V/def2-TZVPD.

The calculation puts the orbital gap at 10.99 eV. The calculation puts the LUMO energy at 0.0 eV. The SMILES is O.O.O.O.O.O.O.O.O.

Last column: Löwdin charge in e.
CARTESIAN COORDINATES (ANGSTROEM)
O1 0.685 -3.580 0.223  -0.044
H1 0.476 -4.403 0.665  0.033
H2 -0.108 -3.051 0.313  0.014
O2 -0.154 0.111 0.322  -0.047
H3 0.268 -0.208 -0.476  0.025
H4 -0.461 0.989 0.097  0.026
O3 -2.714 -0.903 -1.435  -0.054
H5 -2.850 -0.907 -0.488  -0.013
H6 -1.768 -0.995 -1.543  -0.025
O4 1.445 2.821 0.082  -0.039
H7 2.060 2.509 0.746  0.038
H8 0.717 2.200 0.118  -0.029
O5 -2.313 -0.838 1.358  -0.057
H9 -1.538 -0.366 1.055  -0.037
H10 -1.969 -1.519 1.935  0.048
O6 1.720 -0.075 2.584  -0.051
H11 1.013 -0.070 1.939  -0.021
H12 1.591 0.729 3.087  0.027
O7 2.813 0.208 -0.728  -0.036
H13 2.447 0.513 -1.558  0.017
H14 3.153 -0.666 -0.922  0.048
O8 0.153 -0.617 -2.346  -0.027
H15 0.591 0.075 -2.841  0.063
H16 -0.396 -1.064 -2.991  0.067
O9 -1.459 2.907 -0.063  -0.030
H17 -1.073 3.492 0.589  0.049
H18 -2.330 2.708 0.280  0.056


A cluster of 9 separate species, H18O9 in total. Source: the Open Molecules 2025 dataset; level of theory: ωB97M-V/def2-TZVPD.

The calculation puts the orbital gap at 10.94 eV. The calculation puts the LUMO energy at 0.0 eV. The SMILES is O.O.O.O.O.O.O.O.O.

Last column: Löwdin charge in e.
CARTESIAN COORDINATES (ANGSTROEM)
O1 -2.239 -1.538 -1.591  -0.054
H1 -2.765 -2.135 -1.058  -0.008
H2 -2.391 -0.675 -1.206  -0.009
O2 -0.021 -0.029 0.426  -0.048
H3 0.517 0.177 -0.338  -0.021
H4 -0.491 -0.826 0.181  0.028
O3 1.058 0.965 -1.915  -0.042
H5 1.119 0.775 -2.851  0.069
H6 1.119 1.918 -1.858  0.058
O4 2.142 -0.955 3.016  -0.056
H7 1.823 -1.854 3.092  0.028
H8 2.008 -0.730 2.095  0.001
O5 -3.383 0.083 0.419  -0.028
H9 -4.250 0.369 0.707  0.065
H10 -2.804 0.812 0.642  0.045
O6 -0.199 2.796 0.978  -0.045
H11 -1.088 2.696 0.638  0.020
H12 0.338 2.244 0.411  -0.019
O7 3.264 -0.911 -2.208  -0.051
H13 2.663 -0.496 -1.589  -0.008
H14 3.716 -0.181 -2.630  0.028
O8 2.976 1.697 0.283  -0.037
H15 3.917 1.691 0.109  0.043
H16 2.896 2.077 1.157  0.047
O9 -3.225 -2.887 0.725  -0.048
H17 -2.985 -1.968 0.849  -0.004
H18 -3.713 -3.116 1.516  0.046


A cluster of 10 separate species, H19O10 in total at a distorted geometry. Source: the Open Molecules 2025 dataset; level of theory: ωB97M-V/def2-TZVPD.

The calculation puts the orbital gap at 9.24 eV. The calculation puts the LUMO energy at 2.8 eV. As for the total charge: -1.

Last column: Löwdin charge in e.
CARTESIAN COORDINATES (ANGSTROEM)
O1 -0.179 -1.271 -0.256  -0.068
H1 -0.728 -0.460 -0.232  -0.002
H2 3.100 -0.088 1.633  0.021
O2 0.678 3.228 -0.256  -0.124
H3 0.733 2.950 -1.180  -0.005
H4 2.655 -3.105 0.522  0.044
O3 3.150 0.576 0.949  -0.042
H5 0.105 2.488 0.084  -0.032
H6 2.446 0.588 0.299  0.028
O4 -0.829 0.060 2.848  -0.108
H7 -2.913 -0.181 -1.322  0.027
H8 0.741 -1.120 -0.059  0.010
O5 -2.974 0.778 -1.270  -0.107
H9 0.416 -0.489 -2.102  -0.021
H10 -0.547 0.101 1.896  0.006
O6 -0.707 1.886 -2.452  -0.053
H11 -1.348 2.198 -3.073  0.037
H12 -0.871 1.323 -1.702  -0.027
O7 -1.609 -2.676 2.344  -0.097
H13 -0.902 -2.962 1.755  0.008
H14 -1.306 -1.767 2.539  -0.015
O8 0.770 -0.991 -2.837  -0.072
H15 0.229 -1.783 -2.781  0.025
H16 -2.203 0.949 -0.669  -0.034
O9 -0.923 1.170 0.463  -0.395
H17 -1.255 2.023 0.751  -0.003
O10 2.794 -2.296 1.022  -0.052
H18 -1.656 0.530 2.693  0.036
H19 3.134 -1.655 0.393  0.016


A cluster of 10 separate species, H19O10 in total at a distorted geometry. Source: the Open Molecules 2025 dataset; level of theory: ωB97M-V/def2-TZVPD.

The calculation puts the orbital gap (alpha / beta) at 9.87 / 5.45 eV. The multiplicity is 2. The calculation puts the LUMO energy (alpha / beta) at -0.7 / -5.2 eV. As for the expectation value of S²: 0.758.

Last column: Löwdin charge in e.
CARTESIAN COORDINATES (ANGSTROEM)
O1 -2.532 2.603 -1.954  0.038
H1 -0.076 -2.250 2.537  -0.155
H2 -3.337 2.171 -2.335  0.100
O2 1.279 0.499 -3.677  -0.080
H3 1.797 0.908 -2.873  0.092
H4 0.599 1.235 0.257  0.120
O3 -0.737 3.477 -0.419  -0.114
H5 0.422 0.296 -3.258  0.003
H6 -0.887 2.511 -0.593  -0.030
O4 -1.331 -0.258 1.418  0.032
H7 1.365 -1.316 -0.845  0.031
H8 -1.977 1.672 -1.202  0.057
O5 1.951 -2.127 -0.936  -0.070
H9 -0.831 0.587 -1.868  0.012
H10 -2.232 -0.234 1.639  0.053
O6 -0.712 -3.775 -0.134  0.025
H11 -0.923 -3.392 -0.876  -0.063
H12 -0.041 -3.406 0.450  0.030
O7 2.578 -0.193 3.679  -0.083
H13 1.726 -0.614 3.422  -0.012
H14 -0.114 -0.755 2.830  0.136
O8 0.196 -1.757 3.112  0.002
H15 1.759 1.607 -0.592  -0.047
H16 1.953 -2.394 -0.012  0.022
O9 -1.364 0.653 -1.081  -0.103
H17 -1.729 3.672 -0.159  0.103
O10 1.666 1.012 0.079  -0.063
H18 -1.439 -0.453 0.574  -0.063
H19 2.970 0.023 2.815  0.030


Listing ΔE to the lowest compared entry with this formula, charge and spin for the structures above in their given order: 54.3, 223.6, 56.6, 277.2, 53.7, 54.1, 32.0, 82.6 kcal/mol.